# 1
Entry from OMol25: a molecular structure, C34H36FeN3OP2Si at a distorted geometry (wB97M-V/def2-TZVPD).

Summary:
- HOMO energy (alpha / beta): -14.47 / -14.51 eV
- Electronic energy: -103189.6433 eV
- Net charge: +2
- 2S+1: 2
- Expectation value of S²: 1.219
- LUMO level (alpha / beta): -7.88 / -6.54 eV

Geometry as XYZ:
```
78
Properties=species:S:1:pos:R:3:forces:R:3:mulliken_charge:R:1
P 1.4161 -0.7121 -0.8584 -0.115 0.094 0.433 0.8567
C -2.4573 -1.4393 1.5898 -0.034 0.007 0.025 -0.9372
C 0.3087 -0.0526 5.3847 0.020 -0.060 0.026 -0.7369
C 2.4197 1.5245 -2.1724 -0.058 0.073 0.035 0.0289
C -3.4413 0.5916 -1.2560 -0.095 -0.055 0.001 -0.2773
C 4.9892 0.4838 -2.3843 -0.002 -0.025 0.017 -0.7881
H 0.5676 -1.4604 3.7919 -0.016 -0.021 -0.008 0.4600
H 5.9852 0.0741 -2.4795 0.012 0.001 0.016 0.4600
C -2.1726 4.4376 -1.8546 -0.024 -0.132 -0.081 -1.1907
C -3.3066 -2.5265 1.6547 0.010 0.018 -0.053 -0.7297
H -0.1754 4.4707 1.6042 0.005 -0.011 0.041 0.3087
H 1.7050 4.2723 -0.7747 -0.003 -0.007 0.041 0.3829
P -0.1012 -0.1331 1.4157 -0.314 -0.304 -1.135 1.3515
C -0.5873 -2.9143 1.1612 0.059 -0.019 -0.032 -0.3552
C -3.7153 -1.9326 -2.2734 0.017 0.028 0.030 -0.6788
H 3.6417 -4.8734 0.6105 0.014 0.005 0.003 0.4856
H 2.1828 -4.7969 -3.4131 -0.003 0.000 -0.004 0.4598
N 1.4595 -0.3982 0.8755 0.215 0.231 -0.278 0.6526
C -1.0922 -1.6298 1.3405 0.027 -0.020 0.451 1.0163
C 3.4125 2.2522 -2.8090 -0.025 -0.017 0.009 -0.6443
H -0.0694 1.5325 6.7747 0.008 0.010 0.007 0.4328
H 3.1824 3.2179 -3.2371 0.000 0.020 0.009 0.4205
H 5.4651 2.2984 -3.4195 0.001 0.002 -0.011 0.4270
C 4.0030 -0.2477 -1.7471 -0.015 0.012 0.068 -0.2869
C -6.1163 -1.5766 -2.6194 0.010 0.023 0.004 -0.3346
H 0.4671 -3.0773 0.9857 -0.094 0.021 0.066 0.4027
H 3.4495 0.2767 0.8312 0.017 -0.014 0.013 0.4591
H -3.1503 4.2653 -1.3999 0.000 0.000 0.042 0.3388
C -0.4780 2.1431 4.7643 -0.008 0.009 -0.047 -0.5358
H -1.6093 -2.0565 -1.8733 0.017 0.015 -0.010 0.5603
C 1.8193 -3.0335 -2.2540 -0.036 0.001 0.024 -0.4277
C 3.1294 -4.3569 -0.1898 -0.014 0.005 0.009 -0.8453
H -0.8009 2.4700 2.6697 -0.009 0.009 -0.054 0.1448
C -1.0633 4.5633 0.9762 0.036 -0.104 0.065 -1.1215
H -5.5384 0.8446 -1.5922 0.000 0.009 0.001 0.5417
H -0.7786 3.1435 5.0433 -0.009 0.002 0.002 0.4947
H 4.2410 -1.2242 -1.3463 -0.009 -0.030 -0.027 0.4058
H -2.1470 3.9060 -2.8083 0.023 0.026 -0.024 0.3701
C 2.3085 -4.3147 -2.4535 -0.009 -0.027 -0.009 -0.7532
H 2.3842 1.2712 1.8292 0.008 0.000 -0.021 0.3253
H 2.9153 -0.3160 2.4166 0.015 0.010 -0.001 0.3238
C -4.8312 -1.1055 -2.1856 0.005 -0.008 0.009 0.7706
C -0.1078 0.4757 3.0862 0.005 0.003 -0.177 0.3544
H 0.8151 5.6507 -1.4202 0.019 0.025 0.015 0.4865
N -2.3652 -0.2096 -1.3352 -0.111 -0.321 -0.388 0.2260
C -1.4500 -4.0020 1.2214 0.038 0.014 -0.051 -0.6842
H 1.0498 4.2231 -2.4152 -0.031 0.020 -0.060 0.1967
H -1.3276 5.6220 0.9464 0.017 0.029 -0.035 0.5060
H 0.6156 -0.7532 6.1491 -0.001 0.002 0.004 0.4435
H -1.8953 4.0434 1.4560 -0.034 0.009 0.014 0.3651
C 0.2877 -0.4489 4.0609 -0.035 0.087 0.052 -0.6721
H 3.3450 -5.9740 -1.5786 0.000 -0.009 -0.005 0.4348
C 2.9615 -4.9751 -1.4218 0.007 -0.006 -0.005 -0.5901
H -3.4629 -4.6629 1.5264 -0.009 -0.007 -0.003 0.4650
C -0.0770 1.2375 5.7343 -0.001 -0.002 0.006 -0.5365
H 1.4210 1.9366 -2.1062 -0.038 -0.021 0.009 -0.1626
H -1.0584 -5.0015 1.0896 0.004 -0.009 -0.001 0.5075
C -2.8003 -3.8100 1.4668 -0.030 -0.020 -0.002 -0.6617
Si -0.7661 3.9368 -0.7482 -0.232 -0.054 -0.037 0.1866
C 2.6433 -3.0747 0.0166 0.101 0.035 -0.064 -0.0954
C -4.6909 0.1790 -1.6678 0.047 -0.017 0.007 -0.7392
H 1.3176 -2.5198 -3.0670 0.011 0.021 -0.010 0.4749
C -2.5019 -1.4451 -1.8379 -0.035 -0.078 0.011 -0.1930
H -3.2812 1.5811 -0.8532 0.025 0.024 -0.005 0.3679
H -4.3584 -2.3806 1.8600 -0.006 -0.001 0.011 0.5269
H -2.8542 -0.4410 1.7473 0.017 0.005 0.028 0.4774
N -7.1456 -1.9529 -2.9583 -0.033 -0.023 -0.009 -0.3536
C 0.8556 4.5594 -1.3963 0.052 -0.066 -0.051 -1.0347
O -0.7250 2.2376 -0.7337 0.213 0.438 -0.035 -1.1674
C 1.9873 -2.4108 -1.0180 -0.142 -0.027 -0.162 0.7606
C -0.4941 1.7655 3.4292 0.044 0.107 0.001 -0.0259
C 2.7099 0.2761 -1.6247 0.065 -0.169 -0.144 0.1004
Fe -0.6729 0.5177 -0.7736 0.509 0.392 1.248 0.1569
H 2.7865 -2.5956 0.9770 -0.013 0.018 0.017 0.3732
H -2.1053 5.5048 -2.0742 -0.013 0.024 0.007 0.4210
C 2.6216 0.2495 1.5335 -0.058 -0.237 0.178 -1.0861
H -3.7926 -2.9324 -2.6746 0.005 -0.007 0.002 0.5623
C 4.6942 1.7325 -2.9143 0.009 0.043 -0.016 -0.6288
```
Positions in Å, forces in eV/Å.


# 2
Entry from OMol25: a molecular structure, C30H39MoN3Sb at a distorted geometry (wB97M-V/def2-TZVPD).

Summary:
- HOMO energy (alpha / beta): -17.06 / -17.09 eV
- Electronic energy: -44579.8121 eV
- Net charge: +3
- LUMO level (alpha / beta): -10.53 / -10.56 eV

Geometry as XYZ:
```
74
Properties=species:S:1:pos:R:3:forces:R:3:mulliken_charge:R:1
C 1.2269 -0.8489 2.6927 -0.311 -0.434 -0.002 -1.2422
Mo 0.6127 0.7855 0.4718 0.621 0.670 -0.966 -0.8486
C -1.2219 -0.5812 3.2131 0.061 -0.103 0.172 -1.6432
N 2.4082 0.7742 -0.5142 0.020 0.040 -0.001 0.2805
H 0.6076 -3.5295 2.8724 -0.008 0.034 0.020 0.3946
H -2.7807 5.3595 -1.9865 0.019 -0.028 0.010 0.4555
C -3.4787 -0.6458 0.6352 -0.185 -0.034 -0.115 -1.4718
H 2.6477 -3.9518 -0.4886 -0.015 0.028 0.045 0.6181
C -0.1689 -1.4991 2.5986 0.076 0.007 -0.207 1.0896
C -0.6994 3.3436 0.5352 0.237 -0.089 0.165 1.2269
C -0.5291 4.0246 3.1925 -0.006 0.026 0.054 -1.0954
Sb -0.5977 -1.7035 0.4207 -0.191 0.228 0.135 2.3068
C -0.0409 -4.6313 -0.0558 0.126 -0.192 -0.117 -1.3555
H 2.0251 -1.5036 2.3505 0.017 0.007 -0.023 0.3735
H -3.5895 -0.9135 -2.0942 0.048 -0.008 -0.001 0.5211
H 0.8862 -2.1230 -2.3066 0.021 0.026 0.011 0.3238
H -1.1141 -3.3493 3.2418 0.011 0.008 0.005 0.4042
H 0.6990 2.2639 3.3358 0.006 -0.036 0.009 0.5228
C -3.2777 -2.9966 -0.2754 -0.195 0.049 -0.069 -1.7048
H -3.6431 -1.0618 1.6260 0.003 -0.006 0.025 0.3040
H -2.1213 -0.0237 -1.6900 0.010 0.043 0.020 0.2450
C -2.5791 -1.0142 -1.6828 -0.203 -0.052 -0.062 -1.4877
H -2.0228 -1.6680 -2.3547 -0.008 0.025 0.005 0.3086
H -0.9490 -0.3710 4.2529 -0.012 -0.005 -0.022 0.4788
H -1.0730 -4.7225 -0.3922 0.088 -0.020 0.021 0.2705
H -1.8173 5.6687 2.7256 0.019 -0.041 -0.014 0.5087
C -2.7092 -1.5860 -0.2758 0.424 -0.115 0.117 1.2668
C 4.6138 0.6768 -2.1953 0.065 0.011 -0.043 -0.4776
N 0.1967 1.8648 -1.0600 -0.237 -0.137 0.120 0.9404
H 5.6460 -0.1019 -0.4739 -0.006 0.011 -0.016 0.5004
H 1.3096 0.1012 2.1219 0.421 0.140 0.683 0.3882
C 4.7142 0.2659 -0.8801 0.063 -0.016 -0.047 -1.0376
C 0.5179 -3.1049 -2.0034 0.088 -0.234 -0.012 -1.5621
C -1.4083 4.4612 0.9823 -0.121 0.150 0.083 0.6980
C -1.4343 3.6989 -1.7078 -0.056 0.012 -0.204 -0.7958
H -2.7244 6.0717 0.3704 0.019 -0.027 -0.003 0.4657
C 0.9316 2.2644 -3.4592 -0.058 0.072 -0.155 -0.7889
H -0.0034 -4.7764 1.0243 0.000 0.004 -0.020 0.3051
H -4.4659 -0.4914 0.1847 0.041 0.001 0.043 0.5587
H 1.1414 -3.8580 -2.4983 -0.043 0.031 0.008 0.4968
H -2.7418 -3.6619 -0.9532 -0.061 0.060 -0.003 0.3400
H -0.0013 2.6850 -3.8006 0.039 0.017 -0.005 0.2943
C 2.3181 1.2393 -1.8127 0.000 -0.131 0.380 1.0653
H -1.4918 3.4247 -2.7505 -0.012 0.035 0.025 0.5107
N 0.0422 2.5568 1.3940 -0.410 -0.115 0.104 0.0772
H 3.6384 -0.0118 0.9601 -0.024 -0.004 0.044 0.4214
C -0.1420 -2.8571 3.2919 -0.002 -0.009 0.074 -1.5485
H 1.8431 2.5214 -5.3951 -0.011 -0.003 0.026 0.4710
C 0.1120 2.9025 2.6885 0.037 -0.021 -0.198 -0.0405
H -3.0118 0.3376 0.7247 0.029 0.029 -0.004 0.1797
C -0.6716 2.9831 -0.8246 0.134 -0.200 -0.081 -0.3770
H 0.5214 -5.4535 -0.5136 -0.037 -0.002 0.042 0.5027
C -2.1907 4.8099 -1.2652 0.024 -0.040 -0.037 -1.0754
H 2.1108 -3.3886 1.0853 0.006 0.014 -0.002 0.2813
C 1.9972 2.1644 -4.3857 -0.074 0.016 0.019 -1.1392
C 3.5944 0.3206 -0.0685 -0.193 0.010 -0.114 -0.1880
C 0.6127 -3.3330 -0.4998 -0.268 0.474 0.123 1.1292
C -2.1689 5.2020 0.0415 -0.013 0.015 0.019 -0.8301
H 2.4715 -2.2226 -0.2169 0.017 0.047 -0.029 0.2559
H -3.3010 -3.4422 0.7198 0.006 0.005 0.000 0.3950
H -0.4975 -3.2363 -2.3779 0.024 -0.004 0.006 0.3617
H 4.0283 1.6059 -4.7260 -0.018 -0.004 0.018 0.4662
C 3.3954 1.1738 -2.6974 0.188 -0.049 -0.137 0.6433
H 5.4813 0.6375 -2.8455 -0.029 -0.012 0.019 0.5308
C 1.0923 1.8188 -2.1743 -0.209 -0.011 0.208 0.0261
H -2.2050 -1.0445 3.2268 -0.014 -0.030 0.014 0.3323
C -1.2978 4.7946 2.3471 -0.039 0.075 0.030 -0.5826
C 3.2074 1.6495 -4.0212 0.048 -0.012 -0.007 -0.8830
H 0.0994 -2.7156 4.3507 -0.014 -0.012 -0.024 0.4338
C 2.0356 -3.1949 0.0149 0.041 -0.224 -0.086 -1.6413
H -0.4264 4.2684 4.2406 -0.002 0.005 -0.020 0.4873
H -4.3125 -2.9411 -0.6308 0.033 -0.026 0.016 0.4967
H 1.4449 -0.5408 3.7191 -0.048 -0.019 0.003 0.5624
H -1.3216 0.3801 2.7013 0.004 0.077 -0.075 0.2997
```
Positions in Å, forces in eV/Å.


# 3
Entry from OMol25: a single C4H9N molecule at a distorted geometry (wB97M-V/def2-TZVPD).

Summary:
- HOMO energy: -8.71 eV
- Electronic energy: -5781.5832 eV
- Net charge: 0
- LUMO level: 1.23 eV
- SMILES string: CNC1CC1

Geometry as XYZ:
```
14
Properties=species:S:1:pos:R:3:forces:R:3:mulliken_charge:R:1
C 2.0543 0.1099 0.1042 -0.199 1.677 -3.268 -0.7360
H -1.5456 -1.3918 -0.7470 -0.385 -0.994 -1.538 0.2469
C -1.6492 -0.6868 0.0106 -2.391 -0.627 0.819 -0.5464
H 0.4972 -0.6400 -1.3789 1.646 0.049 3.377 0.3020
C -0.4099 -0.1970 0.4399 3.861 1.034 0.753 -0.1345
H -2.0173 1.5413 0.3559 1.438 -1.491 -0.590 0.2111
H -0.2442 -0.1092 1.5077 0.204 0.033 -0.055 0.3594
H 2.9720 -0.4226 -0.2054 -0.615 0.059 0.047 0.2949
H -2.3070 -0.9905 0.8297 -0.196 0.227 -0.578 0.2084
H 2.1449 0.3076 1.1460 -0.498 -0.317 0.951 0.3144
C -1.3568 0.7748 -0.2053 -1.488 1.626 0.568 -0.4936
H 2.1825 1.2379 -0.3837 -0.708 -2.710 0.909 0.1966
N 0.8049 -0.7005 -0.2824 -0.762 1.865 -1.358 -0.4300
H -1.1258 1.1669 -1.1912 0.093 -0.432 -0.036 0.2068
```
Positions in Å, forces in eV/Å.


Question: Which value of electronic energy does entry 3 give?
Answer: -5781.5832 eV


Question: electronic energy of number 1 (C34H36FeN3OP2Si)?
Answer: -103189.6433 eV


Question: Look up the net charge of the first one.
Answer: +2